The following is a DFT calculation (the ωB97M-V functional and the def2-TZVPD basis) of C19H27F6N7O3PPd as an isolated structure.

Atoms and positions in Å:
Pd: 0.19051 -1.06548 -0.19963
N: 0.06204 -3.05265 -0.51616
C: 1.46035 -3.54116 -0.38792
C: 1.72533 -4.83179 -1.15988
C: 3.13193 -5.42280 -0.99035
C: 3.50888 -5.79920 0.44084
N: 3.76301 -4.58997 1.22603
C: 3.63372 -4.48467 2.53643
N: 3.49291 -5.57169 3.29965
N: 3.62140 -3.27260 3.09805
C: 2.37697 -2.34771 -0.77153
O: 3.55008 -2.37304 -0.45465
O: 1.76564 -1.36343 -1.38248
H: -0.57976 -3.55120 0.09174
H: -0.24566 -3.13362 -1.48360
H: 1.60001 -3.72088 0.67604
H: 1.53978 -4.66861 -2.22521
H: 0.99251 -5.57128 -0.82054
H: 3.88718 -4.74698 -1.39496
H: 3.18081 -6.33116 -1.59127
H: 4.39875 -6.43213 0.42945
H: 2.69304 -6.36400 0.90264
H: 3.91013 -3.72937 0.68671
H: 3.70599 -6.48315 2.93374
H: 3.36204 -5.49195 4.29341
H: 3.51023 -2.45167 2.52452
H: 3.50679 -3.15895 4.09047
F: -1.07590 -0.89286 1.42550
P: -0.49605 -1.73698 2.97070
F: -2.00990 -2.11972 3.18137
F: 0.97852 -1.26153 2.51279
F: 0.03294 -2.48496 4.24455
F: -0.30547 -3.03695 2.03840
F: -0.71424 -0.33791 3.67671
C: -5.31248 4.65063 -4.14168
C: -4.41235 4.94383 -2.99955
C: -3.75989 6.19188 -2.87876
C: -2.94698 6.45405 -1.81964
C: -2.73403 5.46213 -0.81270
N: -1.94485 5.78856 0.22282
C: -1.75000 5.08870 1.47784
O: -1.95375 5.69219 2.48703
N: -1.36856 3.77978 1.40883
C: -0.57920 3.11815 0.43814
C: 0.24826 3.75601 -0.47883
C: 1.01974 2.98306 -1.32815
C: 0.98090 1.60463 -1.22433
N: 0.18246 1.00001 -0.33913
C: -0.58487 1.73069 0.47245
C: -3.38051 4.19626 -0.93117
C: -4.19496 3.96379 -1.99587
H: -5.47294 5.51934 -4.77421
H: -6.27660 4.28403 -3.78151
H: -4.88678 3.84767 -4.75166
H: -3.92221 6.94775 -3.63541
H: -2.45765 7.41542 -1.72137
H: -1.71161 6.77177 0.32222
H: -1.39553 3.34196 2.32230
H: 0.32781 4.83318 -0.51180
H: 1.68531 3.44443 -2.04304
H: 1.59998 0.95821 -1.83158
H: -1.19146 1.18859 1.18674
H: -3.25262 3.45052 -0.16126
H: -4.70915 3.01479 -2.07823

The gap between HOMO and LUMO (spin up / spin down) is 0.3447 / 0.2306 Ha. Its charge is +2. The value obtained for the HOMO energy (spin up / spin down) is -14.84 / -14.85 eV. The expectation value of S² is 0.772. Its LUMO energy (spin up / spin down) is -0.20043 / -0.31513 Ha. As for the multiplicity: 2.

Results of the natural (NBO) charge analysis, in e, for atoms 1 through 2:
1. Pd 1.023
2. N -0.744